[1]
DFT (ωB97M-V with the def2-TZVPD basis set) results for a molecular structure, C45H33N8O4RhS3.

Element x y z (Å)
Rh: 0.378 -2.714 0.376
N: 1.037 -0.907 0.587
S: 1.349 0.574 0.216
N: 0.292 1.550 0.756
S: -0.808 2.356 -0.227
N: -1.401 1.779 -1.413
S: -2.423 -1.351 -0.690
N: -1.090 -2.141 -0.816
C: -2.994 -1.108 0.983
C: -2.333 -1.628 2.082
C: -2.810 -1.334 3.353
C: -3.928 -0.529 3.507
C: -4.577 -0.008 2.394
C: -4.110 -0.292 1.123
C: -3.710 -2.336 -1.429
C: -4.318 -3.377 -0.742
C: -5.270 -4.134 -1.405
C: -5.594 -3.842 -2.724
C: -4.976 -2.795 -3.394
C: -4.021 -2.027 -2.745
C: 0.115 3.885 -0.478
C: 0.890 4.481 0.508
C: 1.579 5.645 0.209
C: 1.487 6.201 -1.063
C: 0.707 5.597 -2.036
C: 0.011 4.431 -1.744
C: -1.941 2.813 1.091
C: -1.633 2.812 2.442
C: -2.608 3.182 3.356
C: -3.872 3.553 2.918
C: -4.171 3.547 1.563
C: -3.205 3.169 0.642
C: 1.754 0.828 -1.489
C: 1.135 0.032 -2.440
C: 1.399 0.273 -3.778
C: 2.268 1.292 -4.141
C: 2.875 2.085 -3.176
C: 2.613 1.866 -1.835
C: 2.843 0.849 1.092
C: 2.760 1.399 2.366
C: 3.923 1.509 3.104
C: 5.131 1.061 2.575
C: 5.195 0.508 1.304
C: 4.038 0.389 0.550
H: -1.466 -2.266 1.978
H: -2.306 -1.747 4.216
H: -4.298 -0.308 4.499
H: -5.444 0.627 2.517
H: -4.603 0.117 0.250
H: -4.061 -3.599 0.287
H: -5.742 -4.958 -0.888
H: -6.336 -4.441 -3.235
H: -5.237 -2.573 -4.420
H: -3.528 -1.201 -3.242
H: 0.975 4.030 1.488
H: 2.192 6.117 0.965
H: 2.027 7.110 -1.292
H: 0.642 6.030 -3.026
H: -0.594 3.916 -2.481
H: -0.652 2.505 2.778
H: -2.380 3.179 4.414
H: -4.628 3.841 3.637
H: -5.158 3.832 1.222
H: -3.411 3.138 -0.421
H: 0.454 -0.750 -2.140
H: 0.926 -0.336 -4.536
H: 2.480 1.467 -5.188
H: 3.557 2.872 -3.465
H: 3.082 2.478 -1.076
H: 1.806 1.726 2.758
H: 3.889 1.938 4.097
H: 6.035 1.146 3.164
H: 6.121 0.158 0.864
H: 4.098 -0.035 -0.444
O: 6.615 -1.028 -0.978
C: 6.436 -2.196 -1.399
O: 7.182 -2.992 -1.972
C: 5.026 -2.697 -1.072
C: 4.072 -2.827 -2.081
C: 2.758 -3.083 -1.751
N: 2.369 -3.223 -0.483
C: 3.282 -3.164 0.495
C: 4.614 -2.927 0.239
C: 2.740 -3.279 1.901
O: 3.457 -3.447 2.854
O: 1.426 -3.186 1.983
H: 4.359 -2.698 -3.117
H: 1.985 -3.169 -2.504
H: 5.300 -2.857 1.073
N: -0.444 -4.510 0.360
C: -1.357 -5.245 0.276
N: -2.236 -6.117 0.091
C: -3.458 -6.195 0.556
N: -4.552 -6.318 0.914

Computed properties:
spin multiplicity: 5
lowest unoccupied orbital energy (alpha / beta): -1.07 / -3.24 eV
net charge: 0

Atomic partial charges in e from the Mulliken method, atoms 1 to 4:
1 Rh -0.44
2 N 0.68
3 S 1.09
4 N 0.15

***

[2]
DFT (ωB97M-V with the def2-TZVPD basis set) results for a molecular structure, C45H34F10N4PV.

Element x y z (Å)
V: 0.188 0.150 -0.410
C: -3.267 2.000 -0.319
N: -2.274 1.719 -1.356
C: -2.068 2.908 -2.201
C: -0.701 2.948 -2.870
N: -0.519 1.781 -3.679
C: 0.589 1.650 -4.391
C: 1.753 2.467 -4.441
F: 1.842 3.587 -3.663
C: 2.858 2.192 -5.225
F: 3.909 3.035 -5.195
C: 2.911 1.075 -6.030
F: 3.992 0.807 -6.798
C: 1.806 0.231 -6.022
F: 1.820 -0.870 -6.795
C: 0.708 0.511 -5.249
F: -0.321 -0.361 -5.293
C: -2.750 0.608 -2.205
C: -2.504 -0.758 -1.590
N: -1.080 -0.953 -1.484
C: -0.414 -1.871 -2.238
C: 0.915 -1.584 -2.593
F: 1.383 -0.340 -2.257
C: 1.776 -2.459 -3.207
F: 3.032 -2.102 -3.482
C: 1.313 -3.715 -3.563
F: 2.121 -4.597 -4.172
C: 0.003 -4.043 -3.271
F: -0.453 -5.266 -3.583
C: -0.834 -3.152 -2.624
F: -2.067 -3.594 -2.295
H: -4.220 2.337 -0.757
H: -2.916 2.772 0.367
H: -3.470 1.098 0.263
H: -2.179 3.796 -1.569
H: -2.861 2.961 -2.962
H: 0.058 3.062 -2.080
H: -0.662 3.896 -3.439
H: -2.193 0.664 -3.140
H: -3.823 0.753 -2.417
H: -2.996 -1.513 -2.205
H: -2.961 -0.830 -0.593
N: -0.342 3.604 0.667
C: -1.050 3.554 1.860
C: -1.522 4.734 2.443
C: -2.154 4.717 3.670
C: -2.331 3.518 4.349
C: -1.858 2.349 3.779
C: -1.227 2.339 2.535
P: -0.386 0.826 1.905
C: 1.227 1.140 2.709
C: 1.535 0.846 4.032
C: 2.771 1.194 4.556
C: 3.702 1.860 3.772
C: 3.391 2.185 2.459
C: 2.162 1.823 1.933
C: -1.209 -0.514 2.817
C: -2.604 -0.568 2.827
C: -3.260 -1.649 3.392
C: -2.531 -2.690 3.954
C: -1.147 -2.651 3.931
C: -0.487 -1.574 3.356
H: -0.577 2.870 0.007
H: -0.366 4.502 0.207
H: -1.381 5.670 1.913
H: -2.511 5.646 4.099
H: -2.820 3.495 5.314
H: -1.976 1.417 4.317
H: 0.813 0.343 4.664
H: 3.005 0.946 5.583
H: 4.667 2.129 4.184
H: 4.106 2.709 1.839
H: 1.926 2.096 0.908
H: -3.181 0.241 2.391
H: -4.342 -1.681 3.388
H: -3.044 -3.538 4.389
H: -0.568 -3.474 4.331
H: 0.593 -1.583 3.295
C: 0.370 -5.435 1.268
C: -0.629 -4.484 0.964
C: -0.287 -3.186 0.713
C: 1.065 -2.746 0.731
C: 1.406 -1.377 0.443
C: 2.755 -1.090 0.459
C: 3.765 -2.040 0.742
C: 3.424 -3.328 1.031
C: 2.059 -3.712 1.029
C: 1.680 -5.053 1.302
H: 0.097 -6.465 1.464
H: -1.668 -4.787 0.923
H: -1.053 -2.458 0.475
H: 3.099 -0.084 0.222
H: 4.806 -1.740 0.720
H: 4.182 -4.073 1.248
H: 2.460 -5.774 1.524

Computed properties:
spin multiplicity: 4
lowest unoccupied orbital energy (alpha / beta): 2.22 / 2.21 eV
net charge: -1

Atomic partial charges in e from the Mulliken method, atoms 1 to 4:
1 V 0.07
2 C -1.30
3 N 1.36
4 C -1.42

***

Energy relative to the best compared isomer or geometry (same formula, charge and spin) readings, ordered: 1.290; 1.130 eV
Calculated total energy readings, ordered: -102813.6200; -115327.4344 eV